18
Properties=species:S:1:pos:R:3 method="wB97M-V/def2-TZVPD" relative_energy_ev=3.090 homo_lumo_gap_ev=9.9 smiles="CC(=O)N=C=N.CC" lumo_energy_ev=0.2722 charge=0 energy_ha=-381.171870
C 1.5897 -1.1156 0.6313
C -2.8484 1.1541 -0.3175
C 2.5958 -0.6662 -0.4151
N -0.9931 -0.4315 0.0000
C -2.3268 -0.2661 -0.3757
C -0.1206 0.4422 0.3028
N 0.3257 1.5654 0.4324
O -2.9940 -1.2108 -0.7110
H 0.4488 -1.2933 0.2676
H 1.2441 1.8172 0.7505
H 1.6736 -2.1998 0.7977
H 1.7486 -0.6626 1.6085
H -3.9045 1.1605 -0.5763
H -2.2916 1.7847 -1.0108
H -2.7098 1.5686 0.6812
H 2.4687 -1.2291 -1.3411
H 3.6191 -0.8057 -0.0683
H 2.4748 0.3882 -0.6563

86
Properties=species:S:1:pos:R:3 method="wB97M-V/def2-TZVPD" relative_energy_ev=4.669 homo_lumo_gap_ev="5.5 / 5.6" spin_multiplicity=2 lumo_energy_ev="-1.2232 / -1.2202" charge=0 energy_ha=-3873.881008 s2=0.793
Cu 11.8422 9.6653 10.2739
N 20.3922 7.1953 15.8370
C 19.4995 7.3152 15.1105
C 18.3050 7.4423 14.3013
C 17.9496 6.4578 13.3223
C 16.8131 6.6494 12.5930
C 15.9181 7.7226 12.8686
C 16.2463 8.6337 13.8967
C 17.4428 8.4531 14.5788
C 14.7334 8.0098 11.9689
C 15.0690 8.5407 10.6170
C 16.3153 8.8399 10.1862
C 16.6915 9.5046 8.8290
C 13.6879 9.3833 8.7927
N 14.0655 8.4277 9.5856
C 13.5070 7.9803 12.4544
C 13.1242 7.4831 13.7193
C 11.8557 7.5950 13.9567
C 11.3378 8.3256 12.7539
N 12.3172 8.4446 11.8856
H 18.6589 5.6268 13.0450
H 16.4930 5.9105 11.8282
H 15.6185 9.4597 14.1418
H 17.7667 9.0850 15.3683
H 17.0697 8.6739 10.9699
H 17.6512 9.9706 8.9611
H 13.0066 9.0420 7.9673
H 13.7947 7.0280 14.4453
H 11.2605 7.3817 14.8260
H 10.3484 8.6721 12.5210
N 11.1132 11.1704 9.3971
P 12.1206 12.2600 8.9235
C 11.2650 13.5738 7.9399
C 11.8054 14.8712 7.8198
C 11.1742 15.8398 7.0544
C 10.0242 15.5133 6.3421
C 9.5100 14.2225 6.4234
C 10.1379 13.2918 7.2289
C 12.8812 13.2081 10.3157
C 12.1541 13.2813 11.5098
C 12.6771 13.8795 12.6476
C 13.8994 14.4449 12.5910
C 14.6836 14.3523 11.4104
C 14.1636 13.7487 10.2543
C 13.6299 11.8023 8.0636
C 14.4292 10.7483 8.7905
C 15.7387 10.4588 8.1937
C 16.0987 11.0612 7.0195
C 15.3877 12.1179 6.4062
C 14.1033 12.4195 6.9502
H 12.7250 15.1284 8.3365
H 11.5423 16.8552 6.9698
H 9.5545 16.2596 5.7642
H 8.6420 13.9115 5.8221
H 9.6590 12.2486 7.2954
H 11.1597 12.7723 11.5074
H 12.0918 13.8631 13.5318
H 14.1688 15.0115 13.4767
H 15.6794 14.7148 11.3634
H 14.7107 13.6226 9.3635
H 14.5598 11.1084 9.7905
H 16.9097 8.7187 8.0872
H 17.0522 10.8087 6.5871
H 15.7335 12.5989 5.5220
H 13.6111 13.2540 6.4513
C 9.2650 5.9709 11.3262
N 9.4951 6.3348 9.9231
C 10.5980 5.5514 9.3235
C 9.4378 7.6616 9.5393
N 10.4840 8.2106 9.0281
N 8.1808 8.2429 9.7215
C 6.9977 7.4075 9.6128
C 8.0270 9.6535 9.4299
H 10.0798 6.2363 11.9577
H 9.1034 4.8597 11.4167
H 8.3483 6.4421 11.7560
H 10.3541 4.4760 9.4779
H 11.6015 5.8514 9.6605
H 10.6741 5.7042 8.2476
H 10.2698 9.1924 8.6521
H 7.2650 6.3081 9.7493
H 6.5704 7.3944 8.5744
H 6.2325 7.6597 10.3779
H 7.8177 9.9170 8.3909
H 8.9502 10.1890 9.6826
H 7.2655 10.0494 10.1215

96
Properties=species:S:1:pos:R:3 method="wB97M-V/def2-TZVPD" homo_lumo_gap_ev=8.1 lumo_energy_ev=2.0683 charge=-1 energy_ha=-2185.234613
Cd -17.4183 -18.3927 -31.7239
B -18.7158 -17.5842 -30.1278
H -18.2182 -16.8956 -30.9436
H -19.4951 -16.9598 -29.4548
H -19.3356 -18.4196 -30.6809
H -17.8100 -17.9827 -29.4854
B -18.2197 -18.5731 -33.7151
H -19.0516 -19.1659 -33.1359
H -18.4236 -18.7124 -34.8938
H -18.1851 -17.4136 -33.5115
H -17.1464 -19.0396 -33.5549
B -15.2218 -18.2583 -31.1953
H -14.0849 -17.9944 -30.9203
H -15.4838 -19.4107 -31.1266
H -15.9819 -17.7434 -30.4668
H -15.4617 -17.9445 -32.2948
O -16.4459 -21.0257 -38.0664
C -15.6712 -20.4884 -37.3294
O -15.1863 -19.2485 -37.5792
C -14.2798 -18.8631 -36.5352
C -14.5371 -19.8025 -35.3506
C -15.0115 -21.0487 -36.0796
H -14.4817 -17.8220 -36.2796
H -13.2554 -18.8937 -36.9203
H -15.3449 -19.3742 -34.7588
H -13.5941 -19.9565 -34.8324
H -15.6907 -21.7413 -35.5967
H -14.1812 -21.5941 -36.5423
O -12.9639 -22.7271 -34.3226
C -13.1016 -22.3472 -33.1941
O -12.2384 -22.6977 -32.2122
C -12.7147 -22.2148 -30.9576
C -14.1936 -21.9244 -31.1241
C -14.2581 -21.5551 -32.6144
H -12.1214 -21.3506 -30.6362
H -12.4473 -22.9090 -30.1561
H -14.5385 -21.1045 -30.5003
H -14.8212 -22.8128 -31.0156
H -14.0123 -20.4902 -32.6678
H -15.1622 -21.6976 -33.1946
O -11.8786 -16.4489 -31.4472
C -11.5594 -17.1162 -32.3909
O -11.1850 -16.5691 -33.5603
C -10.7451 -17.5817 -34.5071
C -10.5796 -18.8347 -33.6511
C -11.5003 -18.6359 -32.4640
H -9.8049 -17.2746 -34.9524
H -11.5687 -17.6302 -35.2180
H -9.5506 -18.9746 -33.3093
H -10.7336 -19.7312 -34.2593
H -11.1689 -19.0685 -31.5275
H -12.5362 -18.9125 -32.6885
O -17.8430 -20.3820 -30.8773
C -17.8302 -21.2498 -30.0549
O -18.3034 -22.4839 -30.2778
C -17.9581 -23.3534 -29.1715
C -16.7445 -22.7134 -28.4987
C -17.0918 -21.2303 -28.7385
H -17.8160 -24.3367 -29.6161
H -18.8240 -23.4371 -28.5103
H -15.8251 -22.9826 -29.0085
H -16.7906 -22.9187 -27.4332
H -16.2237 -20.5785 -28.7164
H -17.8058 -20.9156 -27.9711
O -14.4894 -13.2987 -36.0663
C -14.5251 -13.8229 -34.9925
O -14.2902 -15.1455 -34.8228
C -14.6032 -15.5729 -33.4890
C -14.3800 -14.2780 -32.6696
C -14.8766 -13.2093 -33.6379
H -13.8804 -16.2667 -33.0794
H -15.6442 -15.8637 -33.3755
H -13.3714 -14.0769 -32.3186
H -15.0333 -14.3890 -31.7990
H -14.3402 -12.2690 -33.5469
H -15.9585 -13.0932 -33.5837
N -14.4762 -15.8979 -29.1018
C -15.3873 -16.2683 -28.1580
C -15.1803 -15.5216 -27.0254
C -13.8749 -14.9412 -27.2032
C -13.4649 -15.2025 -28.4806
H -14.4612 -16.2405 -30.0487
H -16.2144 -16.8680 -28.5115
H -15.8327 -15.4511 -26.1730
H -13.3638 -14.4433 -26.3936
H -12.5666 -14.9067 -28.9939
C -12.8995 -19.1603 -28.7548
C -11.6048 -18.7380 -28.0918
O -10.6374 -19.4677 -28.1298
C -11.6281 -17.4862 -27.2724
H -12.7737 -19.2372 -29.8351
H -13.6404 -18.3690 -28.6252
H -13.3153 -20.0969 -28.3847
H -12.6277 -17.1659 -26.9844
H -11.2580 -16.6152 -27.8192
H -11.0143 -17.5872 -26.3772

58
Properties=species:S:1:pos:R:3 method="wB97M-V/def2-TZVPD" relative_energy_ev=0.880 homo_lumo_gap_ev=8.8 smiles="O=C(/C=C/c1cccnc1)NCCCCC1CCN(C(=O)c2ccccc2)CC1" lumo_energy_ev=-0.2772 charge=0 energy_ha=-1246.722515
O 2.0784 -1.9468 3.3604
C 2.3288 -1.6357 2.2100
N 2.4324 -2.5466 1.2124
H 2.6574 -2.2393 0.2805
C 2.1183 -3.9473 1.3836
H 2.0715 -4.1327 2.4585
C 0.7804 -4.2999 0.7230
H 0.6989 -5.3842 0.6379
C -0.4026 -3.7462 1.5230
C -1.6707 -3.5114 0.6987
H -2.4529 -3.1711 1.3811
H -2.0017 -4.4591 0.2672
C -1.5341 -2.4850 -0.4343
C -2.9061 -2.1619 -1.0357
C -2.7791 -1.1367 -2.1631
N -2.1014 0.0524 -1.6924
C -2.7163 1.2564 -1.7260
O -3.8224 1.4135 -2.2097
C -1.9488 2.4057 -1.1415
C -1.7910 2.5309 0.2344
C -1.1432 3.6335 0.7617
C -0.6539 4.6191 -0.0788
C -0.8126 4.5008 -1.4489
C -1.4623 3.4008 -1.9796
H -1.5982 3.3079 -3.0466
H -0.4321 5.2675 -2.1064
H -0.1556 5.4828 0.3362
H -1.0243 3.7253 1.8315
H -2.1849 1.7692 0.8919
C -0.7922 -0.2040 -1.1500
H -0.3296 0.7344 -0.8418
C -0.8936 -1.1749 0.0265
H 0.1017 -1.3486 0.4296
H -1.5033 -0.7279 0.8136
H -0.1737 -0.6541 -1.9402
H -3.7616 -0.8313 -2.5269
H -2.2080 -1.5659 -2.9961
H -3.3723 -3.0683 -1.4248
H -3.5546 -1.7551 -0.2572
H -0.9110 -2.9118 -1.2292
H -0.1098 -2.8128 2.0029
H -0.6407 -4.4468 2.3257
H 0.7811 -3.8907 -0.2889
H 2.9251 -4.5464 0.9501
C 2.5152 -0.2124 1.8340
C 2.3604 0.3171 0.6171
C 2.4270 1.7288 0.2791
C 2.6179 2.7525 1.2108
C 2.6740 4.0619 0.7739
C 2.5337 4.3175 -0.5833
N 2.3437 3.3644 -1.4792
C 2.2905 2.1179 -1.0587
H 2.1374 1.3755 -1.8332
H 2.5765 5.3251 -0.9740
H 2.8241 4.8709 1.4720
H 2.7208 2.5264 2.2611
H 2.1543 -0.3189 -0.2363
H 2.6951 0.4158 2.6942

74
Properties=species:S:1:pos:R:3 method="wB97M-V/def2-TZVPD" homo_lumo_gap_ev=5.9 lumo_energy_ev=-3.3786 charge=+1 energy_ha=-2399.535461
Be -2.3814 -0.1965 1.6419
F 2.8329 -2.7992 -1.3041
C 2.6790 -1.5629 -0.7699
C 1.4876 -1.2693 -0.1769
C 1.2996 -0.0418 0.4559
C 0.0165 0.2676 1.0887
O -0.9931 -0.4055 0.8140
C 0.0538 1.3635 2.0034
C 1.1169 2.2033 1.9923
N 2.1991 2.0586 1.1854
C 3.2482 3.0497 1.2162
C 2.8513 4.4889 1.1186
C 3.5336 3.8257 -0.0398
C 2.3558 0.8725 0.4815
C 3.5478 0.5800 -0.1930
C 3.7387 -0.6369 -0.8299
N 4.9317 -0.8856 -1.5515
C 6.1754 -0.2561 -1.1472
C 6.8486 0.3296 -2.3907
N 6.4753 -0.5481 -3.5634
C 6.4198 -1.9834 -3.1267
C 5.1690 -2.1431 -2.2574
C -1.0781 1.6333 2.9573
O -0.9979 2.4925 3.8042
O -2.0950 0.8924 2.6878
H 0.6794 -1.9890 -0.1895
H 1.1137 3.0628 2.6504
H 4.0804 2.7988 1.8643
H 3.4076 5.1973 1.7141
H 1.7981 4.7086 1.0131
H 4.5614 4.0892 -0.2505
H 2.9246 3.5971 -0.9043
H 4.3067 1.3450 -0.2256
H 6.8381 -0.9792 -0.6575
H 6.0123 0.5385 -0.4295
H 7.9342 0.3307 -2.3128
H 6.5001 1.3339 -2.6222
H 7.1154 -0.4088 -4.3438
H 5.5394 -0.2773 -3.8724
H 7.3487 -2.1780 -2.5953
H 6.3778 -2.6226 -4.0047
H 5.3086 -3.0050 -1.5982
H 4.3201 -2.3552 -2.9020
O -2.6295 2.0899 -0.2940
S -3.5906 1.0902 -0.6740
O -3.6883 0.6863 -2.0520
N -3.2937 -0.1853 0.2634
C -3.8695 -1.4329 0.0474
C -4.7656 -1.8641 -0.8982
C -5.1882 -3.2167 -0.9039
C -4.7358 -4.1402 -0.0066
C -3.8219 -3.7298 0.9959
C -3.2592 -4.5649 1.9825
C -2.4037 -4.0485 2.9225
C -2.1115 -2.6770 2.9003
N -2.6087 -1.8818 1.9805
C -3.4314 -2.3839 1.0211
C -5.2009 1.6644 -0.2001
C -6.0386 2.1821 -1.1758
C -7.2983 2.6391 -0.8144
C -7.7110 2.5697 0.5080
C -6.8602 2.0579 1.4798
C -5.5989 1.6047 1.1289
H -5.1303 -1.1880 -1.6566
H -5.8961 -3.5201 -1.6647
H -5.0600 -5.1715 -0.0492
H -3.5124 -5.6184 1.9913
H -1.9598 -4.6749 3.6824
H -1.4714 -2.2207 3.6458
H -5.7087 2.2138 -2.2054
H -7.9579 3.0480 -1.5685
H -8.6985 2.9157 0.7841
H -7.1766 2.0166 2.5136
H -4.9244 1.2241 1.8855

55
Properties=species:S:1:pos:R:3 method="wB97M-V/def2-TZVPD" relative_energy_ev=0.000 homo_lumo_gap_ev="6.5 / 8.7" spin_multiplicity=5 lumo_energy_ev="-1.9578 / 0.1266" charge=0 energy_ha=-3492.254562 s2=6.281
Mn 0.3303 0.4365 -1.1765
C 2.2432 3.0510 -0.5666
C 1.7048 3.2893 -1.9782
N 0.3534 2.7579 -2.1475
C -0.7302 3.7085 -1.8886
C -0.8824 4.0994 -0.4239
S -1.1126 2.6721 0.6717
C 0.3437 2.7353 1.7554
C 1.5127 1.8025 1.4210
N 1.8426 1.7476 -0.0105
H 1.8802 3.8240 0.1057
H 3.3305 3.1490 -0.5830
H 2.3464 2.7789 -2.6896
H 1.7517 4.3611 -2.2035
H 0.2546 2.4366 -3.1028
H -1.6557 3.2467 -2.2341
H -0.5875 4.6298 -2.4658
H -1.7669 4.7267 -0.3268
H -0.0364 4.6883 -0.0711
H -0.0154 2.4750 2.7510
H 0.6600 3.7768 1.8127
H 1.2845 0.7870 1.7356
H 2.3739 2.1392 2.0084
H 2.5816 1.0641 -0.1334
S 1.8923 0.0849 -2.8992
C 0.5413 -0.2027 -3.9431
S -0.9242 -0.2725 -3.0233
C 0.6267 -0.3254 -5.2923
C 1.9014 -0.2262 -5.9492
N 2.9221 -0.1408 -6.4749
C -0.5520 -0.5371 -6.0849
N -1.5144 -0.7018 -6.6946
C -2.0722 -5.2552 4.1529
C -1.5518 -4.1804 3.2324
C -0.6929 -4.4843 2.1866
C -0.2072 -3.5075 1.3220
C 0.7266 -3.9142 0.2067
C -0.6292 -2.1877 1.5146
C -1.5081 -1.8506 2.5551
C -1.9746 -0.4332 2.7938
C -1.9409 -2.8560 3.4055
C -0.1441 -1.1292 0.5978
O 1.0627 -1.0453 0.2451
O -0.9702 -0.2576 0.1277
H -1.5408 -6.1951 4.0061
H -3.1335 -5.4375 3.9699
H -1.9679 -4.9618 5.1990
H -0.3856 -5.5140 2.0340
H 0.7357 -4.9986 0.1071
H 1.7428 -3.5738 0.4024
H 0.4315 -3.4849 -0.7516
H -1.1358 0.2677 2.8037
H -2.4832 -0.3629 3.7544
H -2.6557 -0.0996 2.0115
H -2.6056 -2.6000 4.2253

11
Properties=species:S:1:pos:R:3 method="wB97M-V/def2-TZVPD" relative_energy_ev=1.577 homo_lumo_gap_ev=8.1 lumo_energy_ev=-1.8129 charge=0 energy_ha=-3301.027636
C -0.6727 1.4766 -0.6886
C 1.0032 -2.8213 -0.1713
O 0.1676 -1.9925 -0.3926
O 0.0258 0.1131 1.7268
F -1.6728 0.6857 -1.3159
S -0.6657 1.3531 1.3774
Br -0.0986 3.7273 1.5880
H -1.1354 2.5503 -0.6690
H 0.1777 1.5080 -1.3249
H 0.8706 -3.7268 0.5048
H 2.0002 -2.8735 -0.6346

20
Properties=species:S:1:pos:R:3 method="wB97M-V/def2-TZVPD" relative_energy_ev=6.287 homo_lumo_gap_ev=6.7 smiles="C=C(C)O.C=NNC" lumo_energy_ev=0.7240 charge=0 energy_ha=-382.271478
C 1.0438 1.7861 -0.0650
N 0.6836 0.4249 0.3770
C 0.3167 0.0549 2.6168
N -0.1354 0.4988 1.5162
H 1.5472 -0.1080 0.5490
H 0.1275 2.3693 -0.1145
H 1.5036 1.7090 -1.0472
H 1.7073 2.3018 0.6323
H 1.3226 -0.3492 2.7472
H -0.3855 0.0000 3.4366
C -1.5192 0.1310 -1.1984
C -0.2765 -0.7055 -0.9628
C -0.3880 -1.9422 -0.2983
O 0.4361 -0.7438 -2.1982
H 0.7270 -1.6641 -2.2927
H -2.2748 -0.4201 -1.7557
H -1.2828 1.0117 -1.7977
H -1.9369 0.4049 -0.2324
H -0.2411 -1.9939 0.7668
H -0.9753 -2.7656 -0.6790